No. 1
68
Properties=species:S:1:pos:R:3:mulliken_spin:R:1 method="wB97M-V/def2-TZVPD" s_squared=6.07 total_charge=+2 lumo_energy_ev="-7.883 / -10.171" e_homo_ev="-12.66 / -12.65" homo_lumo_gap_ha="0.1755 / 0.0912" spin_multiplicity=5
C 5.277 -4.483 0.172 0.000
O 4.405 -4.389 -0.975 0.000
C 3.267 -3.646 -0.840 0.000
C 2.417 -3.635 -1.977 0.002
C 1.197 -2.978 -1.922 -0.001
C 0.733 -2.448 -0.707 -0.001
B -0.649 -1.749 -0.621 -0.001
C -0.017 0.807 3.630 0.698
C -1.325 1.156 3.910 -0.051
C -2.046 0.187 4.737 0.279
C -1.417 -1.045 4.803 0.294
C -1.937 -2.305 5.375 0.033
S 0.253 -0.832 4.300 -0.024
O -0.700 -0.357 -0.530 0.009
C -1.895 -0.015 -1.234 0.002
C -2.442 1.341 -0.840 -0.012
C -1.567 0.011 -2.734 -0.009
C -2.818 -1.263 -0.841 0.000
C -3.469 -1.077 0.545 0.009
C -3.826 -1.677 -1.901 0.000
O -1.879 -2.367 -0.716 0.001
C 1.574 -2.448 0.428 -0.001
C 2.870 -2.969 0.348 0.000
H 6.167 -4.993 -0.196 0.000
H 5.547 -3.499 0.572 0.000
H 4.826 -5.084 0.971 0.000
H 2.714 -4.219 -2.842 0.000
H 0.568 -2.877 -2.810 0.000
H -1.808 2.023 3.480 0.002
H -3.047 0.342 5.162 0.007
H -1.940 -2.174 6.474 0.044
H -2.962 -2.528 5.045 0.012
H -1.271 -3.127 5.073 0.002
H -3.456 1.410 -1.277 0.000
H -2.497 1.454 0.251 -0.001
H -1.824 2.144 -1.267 0.011
H -2.480 0.118 -3.336 0.000
H -0.913 0.867 -2.956 0.008
H -1.020 -0.885 -3.072 0.000
H -4.369 -0.448 0.499 0.000
H -3.774 -2.056 0.934 0.000
H -2.763 -0.630 1.265 -0.003
H -4.437 -0.847 -2.271 0.000
H -3.318 -2.145 -2.755 0.000
H -4.511 -2.420 -1.469 0.000
H 1.226 -2.038 1.386 0.003
H 3.537 -2.938 1.218 0.000
O 2.145 6.964 -3.892 0.016
C 2.072 5.948 -3.326 -0.030
Fe 1.412 4.541 -2.547 1.659
C -0.193 5.209 -2.569 -0.056
O -1.152 5.746 -2.956 0.015
C 0.943 3.634 -4.028 -0.039
O 0.316 3.293 -4.952 0.034
C 1.033 1.543 1.505 0.158
C 1.631 0.970 0.406 0.089
C 2.211 1.580 -0.701 0.080
C 2.254 2.913 -1.108 0.029
C 1.552 3.969 -0.526 0.007
C 0.691 3.846 0.580 0.097
C 0.771 2.881 1.603 0.075
H 0.579 0.966 2.509 0.418
H 1.784 -0.107 0.430 0.050
H 2.741 0.900 -1.368 0.004
H 2.865 3.139 -2.018 0.046
H 1.748 5.010 -0.884 0.032
H -0.117 4.588 0.719 -0.002
H 0.514 3.201 2.631 0.004

---

No. 2
85
Properties=species:S:1:pos:R:3:mulliken_charge:R:1 method="wB97M-V/def2-TZVPD" total_charge=-1 lumo_energy_ev="1.279 / 1.280" e_homo_ev="-5.62 / -5.62" homo_lumo_gap_ha="0.2535 / 0.2535"
Ba 0.565 1.247 1.118 1.433
C -5.455 -1.399 -3.924 -1.484
C -4.145 -1.038 -3.221 -0.263
C -2.983 -1.719 -3.443 -0.466
C -1.756 -1.430 -2.851 0.333
C -0.612 -2.112 -3.228 -0.031
N 0.613 -1.958 -2.789 0.554
C 1.724 -2.730 -3.218 -0.834
C 2.641 -2.925 -2.006 -0.718
C 2.893 -1.604 -1.220 0.066
N 3.713 -1.815 -0.012 0.177
C 3.509 -2.620 1.008 -0.965
C 2.300 -3.189 1.567 0.818
C 2.339 -4.339 2.392 -0.643
C 1.260 -4.856 3.034 0.081
C 1.206 -6.239 3.724 -1.485
C 0.099 -4.057 3.038 -0.417
C 0.018 -2.823 2.474 0.317
C -1.194 -2.059 2.689 -1.147
N -1.419 -0.859 2.350 0.583
C -2.844 -0.493 2.418 -1.015
C -3.144 0.942 2.759 -1.020
C -2.731 2.023 1.690 -0.578
N -2.219 1.357 0.489 0.400
C -3.086 1.139 -0.402 -1.269
C -2.856 0.287 -1.544 0.912
C -4.004 -0.037 -2.232 -0.431
C -1.627 -0.378 -1.797 -0.076
O -0.538 -0.137 -1.219 0.013
C 1.077 -2.396 1.577 -0.090
O 1.010 -1.393 0.885 0.259
H -5.355 -1.598 -4.983 0.378
H -6.158 -0.532 -3.883 0.344
H -5.949 -2.291 -3.449 0.278
H -3.012 -2.524 -4.192 0.295
H -0.750 -2.815 -4.075 0.326
H 0.719 -1.264 -2.075 -0.287
H 2.221 -2.165 -4.036 0.280
H 1.366 -3.658 -3.690 0.535
H 3.535 -3.433 -2.369 0.423
H 2.157 -3.704 -1.385 0.220
H 1.888 -1.273 -0.883 -0.508
H 3.335 -0.836 -1.798 0.437
H 4.513 -1.173 0.050 0.403
H 4.380 -2.750 1.655 0.407
H 3.259 -4.927 2.417 0.395
H 1.417 -6.127 4.783 0.315
H 1.849 -6.958 3.168 0.365
H 0.209 -6.676 3.634 0.368
H -0.707 -4.370 3.724 0.408
H -1.978 -2.664 3.103 0.304
H -3.325 -1.078 3.200 0.555
H -3.331 -0.646 1.470 0.321
H -2.730 1.099 3.699 0.514
H -4.215 0.925 2.890 0.346
H -1.958 2.669 2.121 -0.027
H -3.597 2.679 1.430 0.536
H -4.103 1.470 -0.234 0.228
H -4.852 0.548 -1.981 0.450
N 3.077 2.845 2.106 -0.411
N 3.904 1.965 1.378 0.015
C 3.781 1.403 0.086 0.552
O 4.876 0.776 -0.219 -0.961
O 2.683 1.464 -0.546 -0.681
H 3.487 3.754 2.180 0.245
H 2.948 2.424 3.023 0.123
H 4.780 1.700 1.788 0.193
F 0.811 4.816 1.770 -0.213
C -0.196 5.375 1.119 0.460
F 0.133 6.657 0.926 -0.222
F -1.229 5.247 1.995 -0.230
S -0.635 4.531 -0.515 1.063
O -0.384 3.147 -0.181 -0.587
O -2.031 4.946 -0.734 -0.763
N 0.349 5.127 -1.531 -0.348
S 0.084 5.862 -2.903 1.005
O -0.564 5.171 -3.935 -0.635
O -0.382 7.184 -2.596 -0.653
C 1.852 5.958 -3.587 0.641
F 2.501 4.795 -3.627 -0.213
F 1.799 6.407 -4.847 -0.211
F 2.601 6.778 -2.792 -0.247
S 2.042 0.462 3.720 -0.409
C 0.732 1.185 4.505 0.578
N -0.199 1.703 4.996 -0.712

---

Across the entries above, ΔE to the lowest compared entry with this formula, charge and spin takes the values 4.581; 0.136 eV, respectively.